88
Properties=species:S:1:pos:R:3:mulliken_charge:R:1 method="wB97M-V/def2-TZVPD" lumo_energy_ha="-0.256 / -0.260" orbital_gap_ev="2.398 / 1.571" charge=+1
H -4.143 1.549 6.822 0.45
C 0.228 6.571 1.878 -1.14
C 1.044 -2.267 1.664 -0.29
N -1.134 -2.271 -1.448 -0.46
H -6.810 -0.501 3.120 0.38
N 1.293 -0.574 -1.908 -0.36
C 1.922 0.017 -3.053 0.20
H 0.549 -0.892 -4.429 0.53
H -6.133 -1.909 2.302 0.36
C -3.368 0.829 4.970 -0.55
C -2.024 3.333 4.859 -0.84
C 1.903 -4.499 -0.638 0.01
H 2.809 0.128 3.018 0.48
H 0.137 3.966 3.065 0.38
C -3.832 -0.686 1.297 -0.30
N -2.107 -2.992 -0.999 -0.54
H -4.883 0.897 2.327 0.23
O 4.334 3.034 -6.491 -0.68
C 3.681 1.339 -4.003 -0.95
C 3.032 0.839 -2.891 -0.49
H -5.757 0.194 0.994 0.41
N -1.660 -4.190 -0.550 -0.58
Os 2.015 -2.584 -1.297 2.25
C -5.881 -0.966 2.791 -1.25
C 1.433 -0.275 -4.318 -0.18
H 3.366 -0.526 0.632 0.21
H -1.055 6.234 0.185 0.34
H 0.970 6.054 2.488 0.29
C 1.289 -1.499 2.809 -0.59
C 1.754 -4.109 -5.326 -0.79
H 3.702 -3.339 -6.117 0.51
C -1.326 1.224 2.029 -0.45
C -5.113 -0.056 1.839 -0.42
H 0.372 5.229 0.193 0.32
O 5.446 1.061 -6.602 -0.69
N 0.659 -5.020 -0.460 0.02
C -2.850 3.004 5.921 -0.79
C -0.405 5.651 0.839 -0.56
C -1.886 2.386 3.855 1.09
C -1.219 4.513 1.447 -0.06
C -3.507 1.771 5.976 -0.78
H -5.307 -1.210 3.688 0.22
C 2.303 -0.642 2.461 -0.21
N 3.130 -2.918 -4.121 -0.21
H -0.531 6.976 2.551 0.29
H -3.442 -0.111 0.456 0.22
H 0.309 -4.243 -3.617 0.51
S 4.066 1.609 -6.683 1.40
N 2.962 -5.266 -0.356 0.67
N -0.005 -2.983 -1.322 0.56
H 4.544 1.982 -3.892 0.42
N 1.859 -1.902 0.682 0.14
H 3.899 -2.361 -3.783 0.24
C 2.966 -3.458 -5.341 -0.16
H 0.302 -3.034 1.513 0.42
N -2.181 0.467 2.756 1.06
I 0.872 -5.149 -6.865 0.21
H -4.045 -1.685 0.905 0.53
I 0.305 -1.589 4.612 0.20
H 1.708 0.020 -6.431 0.60
N -1.133 2.388 2.687 0.54
C -0.371 -4.138 -0.771 0.09
H -1.885 -1.390 1.900 -0.55
H -3.048 -1.345 3.223 0.62
N 2.614 -0.907 1.181 -0.12
H -1.518 4.287 4.815 0.46
H 0.731 7.413 1.404 0.38
H -1.977 4.920 2.124 0.32
Se -0.582 0.708 0.428 -0.18
H 1.322 0.057 -1.102 -0.05
C -2.546 1.161 3.904 0.21
H -2.990 3.714 6.723 0.43
N 2.085 -3.176 -3.317 0.07
O 3.342 1.212 -7.843 -0.67
H -3.884 -0.119 5.020 0.29
H 3.380 1.093 -1.897 0.41
N 3.974 -2.803 -1.114 0.28
H 0.290 -0.704 -2.076 0.45
C -2.716 -0.826 2.324 -0.82
N 4.937 -3.311 -0.902 -0.61
H 0.475 -5.948 -0.110 0.31
C 1.243 -3.910 -4.038 -0.16
H 0.419 3.110 1.544 0.30
C 3.203 1.020 -5.269 -0.15
N 4.100 -5.391 -0.269 -0.63
C -0.352 3.514 2.201 -1.47
C 2.076 0.231 -5.436 -0.81
H -1.751 3.969 0.662 0.27